Entry 1:
13
Properties=species:S:1:pos:R:3:forces:R:3:lowdin_charge:R:1 method="wB97M-V/def2-TZVPD" de_lowest_kj_mol=36.4 total_charge=0 homo_energy_ev=-8.62 smiles="NC1=CCNC1=O" orbital_gap_ha=0.3531
N 1.6718 -0.6094 1.2637 -0.06 0.11 0.10 0.118
C 0.5572 -0.3208 0.5117 -0.16 0.06 -0.02 -0.279
C -0.7554 -0.5350 0.6714 0.10 0.06 0.03 -0.017
C -1.4961 0.0635 -0.4997 -0.17 0.01 0.02 -0.185
N -0.4285 0.2883 -1.4639 0.11 0.20 0.01 0.067
C 0.7506 0.4129 -0.7789 0.24 0.19 -0.09 -0.451
O 1.7338 1.0506 -1.1041 0.00 -0.41 -0.04 0.068
H 2.4636 -0.0265 1.0186 -0.07 -0.09 -0.01 0.094
H 1.5263 -0.6892 2.2592 0.04 -0.01 -0.11 0.097
H -1.2506 -1.0119 1.5092 0.05 0.12 -0.11 0.106
H -1.8996 1.0506 -0.2201 -0.23 -0.29 0.02 0.123
H -2.3085 -0.5509 -0.8951 0.16 -0.04 0.02 0.114
H -0.5648 0.8779 -2.2720 -0.03 0.08 0.18 0.145

---

Entry 2:
88
Properties=species:S:1:pos:R:3:forces:R:3:lowdin_charge:R:1 method="wB97M-V/def2-TZVPD" total_charge=0 homo_energy_ev=-9.25 orbital_gap_ha=0.3506
C 3.0176 -0.2533 -2.1547 -0.98 0.42 0.00 -0.008
C 1.7194 -0.1549 -2.9723 1.45 -0.21 1.08 -0.499
O 1.4789 -1.0212 -3.7678 -0.55 0.02 -0.95 0.076
N 0.8912 0.9740 -2.7346 0.34 -0.56 -1.24 0.041
C -0.0605 1.2540 -3.8151 -1.04 0.49 0.63 -0.212
C -1.5205 0.8945 -3.4870 -0.26 0.51 -0.33 -0.194
C -2.2090 1.9293 -2.5632 0.27 0.14 -0.44 -0.284
C -3.6950 2.1596 -2.9097 -0.25 -0.88 0.86 -0.301
Si -4.8221 0.8546 -2.1113 -0.27 1.23 -0.75 0.509
O -6.1874 0.7151 -3.1044 0.53 -1.33 1.00 -0.506
Si -7.1373 -0.6641 -2.8515 -0.94 0.61 -0.71 0.508
H 3.8698 -0.5248 -2.7746 -0.22 -0.03 -0.24 0.084
H 2.8437 -1.0567 -1.4430 0.23 0.08 0.22 0.061
H 3.2452 0.6724 -1.6334 -0.01 -0.11 0.15 0.058
H 0.4530 0.9394 -1.8256 0.28 0.26 0.25 0.126
H -0.0479 2.3409 -3.9660 0.04 -0.08 -0.13 0.107
H 0.2166 0.8043 -4.7642 0.39 -0.32 0.28 0.114
H -1.6317 -0.1258 -3.1150 0.17 -0.01 0.00 0.110
H -2.0644 0.9412 -4.4382 0.06 -0.15 0.03 0.108
H -1.6916 2.8864 -2.6930 0.04 -0.08 0.02 0.101
H -2.0723 1.6711 -1.5063 -0.13 -0.03 -0.01 0.097
H -4.0056 3.1326 -2.5216 -0.13 -0.01 -0.18 0.070
H -3.8924 2.1131 -3.9834 0.23 0.21 -0.01 0.070
H -4.1167 -0.4225 -1.9018 -0.02 -0.23 -0.17 -0.018
H -5.2674 1.3230 -0.7815 0.00 -0.06 0.09 -0.023
H -8.5419 -0.2467 -3.0245 0.09 0.07 0.08 -0.058
H -7.0117 -1.2263 -1.4964 0.36 0.06 0.13 -0.059
H -6.9007 -1.7174 -3.8598 0.36 0.07 0.03 -0.059
C 2.9085 -1.3393 1.8867 -0.25 0.06 -0.07 -0.145
O 2.1089 -1.2574 0.7155 0.26 0.14 -0.18 -0.139
H 3.9021 -1.6786 1.6034 -0.01 0.07 -0.11 0.083
H 2.9859 -0.3544 2.3560 0.16 -0.07 0.14 0.075
H 2.4665 -2.0491 2.5879 0.10 0.05 0.10 0.045
H 1.2392 -0.9606 0.9973 -0.08 -0.24 0.17 0.052
C 4.8922 1.5969 0.9139 0.35 -0.17 -0.14 -0.151
O 5.2062 0.5228 0.0255 -0.14 0.03 0.02 -0.138
H 3.8088 1.6702 0.9857 -0.01 -0.07 -0.07 0.074
H 5.3034 1.4105 1.9055 -0.09 0.13 0.06 0.056
H 5.2887 2.5387 0.5245 -0.09 0.07 0.10 0.080
H 6.1625 0.4659 -0.0320 0.04 -0.02 -0.01 0.074
C 3.8926 2.6423 -5.1620 -0.21 -0.16 0.24 -0.160
O 3.2323 3.5020 -4.2450 0.01 0.11 -0.06 -0.129
H 4.5947 3.2264 -5.7523 -0.03 0.09 0.06 0.075
H 4.4398 1.8703 -4.6133 0.08 -0.09 -0.20 0.073
H 3.1639 2.1752 -5.8311 0.16 -0.09 -0.10 0.075
H 2.6281 2.9488 -3.7406 -0.08 0.04 0.16 0.046
C -8.7164 1.1229 -6.9313 0.19 0.10 0.24 -0.159
O -8.7812 1.2759 -5.5171 -0.06 -0.08 -0.16 -0.146
H -9.6637 0.7088 -7.2681 -0.02 0.01 0.05 0.075
H -8.5585 2.0887 -7.4184 -0.02 -0.06 -0.12 0.076
H -7.9099 0.4387 -7.2100 -0.04 0.01 -0.12 0.076
H -7.9405 1.6405 -5.2254 0.00 -0.01 0.13 0.059
C -0.5069 -2.0453 3.6951 -0.14 -0.22 -0.43 -0.131
O 0.0513 -2.0950 2.3758 -0.24 0.07 0.14 -0.153
H 0.2510 -1.6869 4.3773 0.10 0.05 -0.07 0.063
H -1.3595 -1.3653 3.7205 0.03 0.02 0.15 0.077
H -0.8237 -3.0458 4.0008 -0.01 0.07 0.15 0.086
H -0.6367 -2.4172 1.7869 0.05 -0.07 -0.07 0.089
C 5.9744 2.4192 5.2704 -0.45 0.12 -0.27 -0.162
O 5.1732 2.4805 4.0860 0.14 -0.06 0.10 -0.135
H 6.9674 2.0914 4.9881 0.00 -0.01 -0.07 0.069
H 6.0428 3.4020 5.7377 0.11 -0.05 0.09 0.075
H 5.5505 1.7039 5.9797 0.13 0.01 0.08 0.076
H 4.2957 2.7714 4.3445 -0.05 0.02 -0.05 0.073
C 9.3761 2.3898 7.1358 -0.19 -0.14 0.15 -0.145
O 7.9596 2.3446 7.2920 0.22 0.05 0.08 -0.143
H 9.6076 3.1611 6.4055 -0.06 0.01 -0.01 0.080
H 9.8617 2.6395 8.0824 0.10 0.02 -0.06 0.075
H 9.7554 1.4309 6.7731 0.10 0.05 -0.02 0.077
H 7.7628 1.6624 7.9385 -0.06 -0.01 0.04 0.080
C 2.0838 -4.8876 3.2444 0.13 -0.32 0.25 -0.152
O 1.5999 -5.6802 4.3296 -0.15 0.13 -0.08 -0.129
H 1.2658 -4.2780 2.8710 -0.02 0.00 0.05 0.057
H 2.8906 -4.2354 3.5889 0.00 0.07 -0.17 0.074
H 2.4456 -5.5328 2.4394 0.04 0.15 -0.09 0.081
H 2.3308 -6.2135 4.6491 0.00 -0.05 0.04 0.067
C -9.6027 -4.1347 -4.3499 -0.03 0.29 -0.09 -0.160
O -9.7793 -2.8497 -3.7621 0.05 -0.17 0.05 -0.154
H -9.4798 -4.8569 -3.5469 -0.01 0.04 0.04 0.077
H -10.4770 -4.4106 -4.9454 0.05 -0.11 -0.01 0.075
H -8.7108 -4.1510 -4.9825 -0.01 -0.12 -0.01 0.074
H -9.8857 -2.2159 -4.4765 0.00 0.13 0.05 0.066
C 0.0570 -0.8647 7.4608 -0.27 0.07 -0.06 -0.143
O -0.7597 -0.7765 6.2950 0.10 0.04 0.24 -0.141
H 1.0433 -1.2042 7.1535 -0.02 -0.01 -0.06 0.078
H 0.1507 0.1123 7.9415 0.08 -0.04 0.06 0.076
H -0.3602 -1.5826 8.1710 0.10 0.00 0.06 0.078
H -1.6287 -0.4770 6.5736 -0.05 0.01 -0.04 0.080

---

Entry 3:
25
Properties=species:S:1:pos:R:3:forces:R:3:lowdin_charge:R:1 method="wB97M-V/def2-TZVPD" de_lowest_kj_mol=469.9 total_charge=0 homo_energy_ev=-7.43 orbital_gap_ha=0.3065
C 1.9230 -1.6131 0.6478 0.27 -2.37 -1.09 -0.331
C 0.0583 -0.0188 1.4426 -2.12 1.59 -1.56 0.000
C 2.5373 -1.8210 2.0040 -0.38 0.30 0.11 -0.068
O 1.2527 -2.4977 0.0869 1.15 1.40 1.25 -0.031
H 0.0621 -1.7820 -0.8531 -0.97 0.95 -0.58 0.062
H 2.3507 -0.7923 0.0569 -0.46 0.28 0.01 0.122
H 2.6851 -0.8610 2.5050 0.00 -0.13 0.02 0.078
H 0.5973 0.9008 1.6604 0.11 -0.15 0.11 0.038
H 0.2079 -0.8145 2.1668 0.72 -0.53 -0.69 0.026
H -1.0140 0.1487 1.5629 -0.02 0.44 0.12 0.020
H 3.5169 -2.2820 1.8639 0.03 0.01 -0.11 0.087
H 1.9286 -2.4866 2.6147 0.01 0.02 -0.03 0.084
C -0.9054 1.3377 -0.7854 0.01 -0.14 0.32 -0.457
C -2.4252 1.1606 -0.7328 0.16 0.08 0.01 -0.077
C -0.4520 1.8981 -2.1383 -0.05 -0.13 0.20 -0.066
N -0.1091 0.1325 -0.5270 1.82 0.03 2.37 -0.144
N -0.5814 -0.9787 -1.0785 -0.37 -1.52 -0.54 0.008
H -0.6042 2.0419 -0.0051 -0.06 -0.01 -0.04 0.124
H -1.5717 -1.1775 -0.9118 0.22 -0.09 0.17 0.086
H -0.7029 1.1978 -2.9345 -0.03 0.02 -0.03 0.074
H -2.7900 0.5554 -1.5643 0.02 -0.03 0.00 0.073
H -2.7498 0.7101 0.2066 -0.02 -0.02 -0.01 0.067
H -2.8980 2.1390 -0.8157 -0.04 0.00 0.02 0.078
H 0.6259 2.0496 -2.1441 0.00 0.00 0.02 0.073
H -0.9422 2.8530 -2.3279 -0.05 0.01 -0.05 0.074

---

Entry 4:
29
Properties=species:S:1:pos:R:3:forces:R:3:lowdin_charge:R:1 method="wB97M-V/def2-TZVPD" de_lowest_kj_mol=306.2 total_charge=0 homo_energy_ev=-6.52 smiles="CC1=P(C)(C)S[C@H]2C=CCC[C@@H]12" orbital_gap_ha=0.2672
C -2.2076 0.5034 1.4093 3.56 -1.45 -1.78 -0.105
C -1.0727 -0.3026 0.7200 0.69 0.13 -3.24 -0.406
P -1.0238 -0.3244 -1.0312 -0.37 1.31 0.20 0.628
C -0.2490 0.8774 -2.4804 0.49 -2.75 3.95 -0.191
C -2.6018 -0.6007 -1.9697 -1.67 3.54 3.51 -0.224
S 0.2828 -1.8678 -1.3322 0.92 -0.94 0.24 0.709
C 1.1944 -1.5122 0.2495 0.95 -1.64 1.21 -0.539
C 2.5798 -0.9104 0.0686 -2.16 1.35 0.60 -0.114
C 2.8461 0.3429 0.3977 -2.81 -0.99 -0.29 -0.087
C 1.7458 1.1881 0.9231 -0.66 -1.44 -0.13 -0.171
C 1.0007 0.3587 2.0327 -0.42 2.27 -2.92 -0.112
C 0.3131 -0.8209 1.2833 -2.58 4.07 0.04 -0.352
H -3.0325 0.2331 0.8494 -2.29 -0.26 -0.44 0.030
H -2.0375 1.5273 1.4277 0.16 2.14 -0.14 0.041
H -2.1514 0.1872 2.3794 -0.81 -0.99 2.73 0.042
H 0.7838 0.7925 -2.1147 -0.18 0.49 -1.20 0.017
H -0.6298 0.4300 -3.3355 0.34 -1.16 -1.88 -0.007
H -0.7397 1.7631 -2.3860 -0.84 2.97 0.49 -0.018
H -2.9232 0.4125 -2.4113 0.52 -1.73 0.43 0.082
H -2.4065 -1.3179 -2.6391 0.74 -2.40 -3.01 -0.024
H -3.4366 -0.9923 -1.3384 0.71 0.40 -0.25 0.060
H 1.3591 -2.4755 0.8091 -0.04 0.28 -1.33 0.120
H 3.4251 -1.3868 -0.2645 1.31 -2.18 -0.95 0.074
H 3.8275 0.5846 0.2495 2.35 1.47 -0.06 0.076
H 1.0076 1.4689 0.1818 -0.41 -0.64 -0.72 0.092
H 2.0648 2.1487 1.1094 1.06 2.08 1.65 0.077
H 1.7502 0.0179 2.6387 1.76 -0.94 2.05 0.076
H 0.3880 1.1278 2.5496 -0.31 -1.20 -0.05 0.123
H -0.0568 -1.4527 2.0241 -0.01 -1.77 1.31 0.102

---

Entry 5:
18
Properties=species:S:1:pos:R:3:forces:R:3:lowdin_charge:R:1 method="wB97M-V/def2-TZVPD" de_lowest_kj_mol=170.5 total_charge=0 homo_energy_ev=-10.28 smiles=CO.CO.CO orbital_gap_ha=0.4037
C 3.2119 -0.0330 -3.3046 -0.89 0.97 -0.58 -0.199
O 3.3211 -0.6101 -2.0496 0.29 -0.65 0.88 -0.108
H 2.5245 -0.5580 -3.9679 0.19 -0.46 -0.20 0.073
H 2.6927 0.9097 -3.1319 0.29 0.26 -0.08 0.079
H 4.1606 0.1677 -3.8025 0.11 -0.10 -0.01 0.077
H 3.7246 -1.4784 -2.1197 0.02 -0.03 -0.01 0.078
C -0.2747 0.6044 4.4865 -0.10 -0.24 0.89 -0.165
O -1.6299 0.2251 4.2071 0.79 0.44 -0.05 -0.118
H 0.4346 -0.2062 4.3191 -0.05 -0.14 -0.22 0.072
H 0.1189 1.5100 4.0249 -0.47 0.05 -0.60 0.071
H -0.2283 0.8235 5.5532 -0.17 -0.13 0.08 0.073
H -1.6837 -0.0497 3.2889 -0.01 0.03 -0.13 0.065
C -2.5805 -0.0472 -1.5158 0.28 -1.04 -1.21 -0.184
O -2.7163 -0.3132 -0.1473 -0.07 0.49 0.63 -0.115
H -1.8983 0.7589 -1.7857 -0.29 0.36 0.70 0.080
H -2.1212 -0.9201 -1.9797 0.06 -0.23 -0.31 0.070
H -3.5490 0.0690 -2.0021 -0.02 0.43 -0.05 0.077
H -3.5070 -0.8525 -0.0728 0.05 -0.02 0.27 0.075